Record 1
The following is a DFT calculation (ωB97M-V/def2-TZVPD) of one molecule with the formula C6H12O2.

Results
Maximum force in eV/A: 1.65
LUMO level (spin up / spin down) in Eh: 0.002 / 0.002
E_HOMO (spin up / spin down) in eV: -7.80 / -7.80

Geometry as ORCA input:
```
! RIJCOSX wB97M-V def2-TZVPD def2/J DEFGRID3
* xyz 0 1
C -0.395 0.504 -0.101
C -0.308 -0.221 1.131
C -0.576 2.011 0.044
C -1.323 -0.107 -1.142
C 1.624 -1.460 0.423
C 1.249 0.126 -0.454
O -1.054 -1.252 1.509
O 2.082 1.005 -0.200
H -1.642 -1.529 0.791
H 0.287 0.182 1.939
H 1.184 -0.367 -1.441
H 0.161 2.414 0.737
H -1.125 -1.171 -1.302
H -2.378 0.020 -0.881
H -0.400 2.490 -0.920
H -1.584 2.264 0.380
H -1.167 0.391 -2.100
H 0.970 -2.298 0.177
H 1.819 -1.410 1.493
H 2.578 -1.591 -0.083
*
```

=====

Record 2
The following is a DFT calculation (ωB97M-V/def2-TZVPD) of one molecule with the formula C6H12O2Si.

Results
SMILES string: C=C[Si@]1(O)CCCCO1
Maximum force in eV/A: 5.91
LUMO level in Eh: 0.026
E_HOMO in eV: -9.15

Geometry as ORCA input:
```
! RIJCOSX wB97M-V def2-TZVPD def2/J DEFGRID3
* xyz 0 1
C 1.077 -1.715 2.735
C 0.322 -0.685 2.325
Si -0.302 -0.613 0.549
O -1.310 -1.823 0.010
C 0.991 -0.315 -0.963
C 0.294 0.590 -1.940
C -0.096 1.917 -1.156
C -1.422 1.552 -0.483
O -1.237 0.690 0.639
H 1.272 -1.922 3.700
H 1.676 -2.453 2.115
H -0.155 -0.026 2.899
H -0.956 -2.787 -0.159
H 1.210 -1.338 -1.325
H 1.991 -0.010 -0.543
H -0.536 -0.083 -2.242
H 1.024 0.745 -2.743
H 0.566 2.264 -0.316
H -0.347 2.723 -1.742
H -1.906 2.434 -0.305
H -2.154 0.856 -1.056
*
```

=====

Record 3
The following is a DFT calculation (ωB97M-V/def2-TZVPD) of a 2-piece molecular cluster, C6H12O3 overall.

Results
SMILES string: C=C(C)OO.C=C(C)O
Maximum force in eV/A: 2.85
LUMO level in Eh: 0.029
E_HOMO in eV: -8.61

Geometry as ORCA input:
```
! RIJCOSX wB97M-V def2-TZVPD def2/J DEFGRID3
* xyz 0 1
C -1.191 -0.003 -1.788
C -1.002 0.838 -0.765
C -2.005 1.876 -0.377
O 0.354 1.212 -0.227
O 1.067 1.869 -1.304
H -0.488 -0.805 -1.979
H -2.084 0.048 -2.399
H -2.945 1.414 -0.057
H -1.621 2.503 0.431
H -2.211 2.536 -1.224
H 1.963 1.565 -1.080
C 1.073 -0.796 2.317
C 0.753 -1.298 1.122
C 1.730 -1.749 0.087
O -0.589 -1.361 0.713
H 2.109 -0.606 2.575
H 0.319 -0.515 3.043
H 1.783 -1.014 -0.721
H 2.734 -1.858 0.505
H 1.423 -2.711 -0.334
H -1.171 -1.145 1.461
*
```

=====

Record 4
The following is a DFT calculation (ωB97M-V/def2-TZVPD) of a 2-piece molecular cluster, C6H12O4 overall.

Results
SMILES string: CC(=O)CO.CCC(=O)O
Maximum force in eV/A: 4.95
LUMO level in Eh: 0.017
E_HOMO in eV: -9.37

Geometry as ORCA input:
```
! RIJCOSX wB97M-V def2-TZVPD def2/J DEFGRID3
* xyz 0 1
C 2.509 -0.579 1.230
C 1.526 -0.313 0.107
O 1.253 0.829 -0.176
C 1.653 -1.520 -1.032
O 0.631 -1.706 -1.936
H 3.514 -0.438 0.829
H 2.392 0.148 2.030
H 2.454 -1.608 1.576
H 1.790 -2.434 -0.442
H 2.565 -1.320 -1.599
H -0.192 -1.887 -1.430
C -2.017 1.660 1.443
C -2.331 1.250 0.022
C -1.336 0.164 -0.686
O -1.496 -1.008 -0.406
O -0.951 0.628 -1.874
H -2.758 2.384 1.785
H -2.044 0.794 2.101
H -1.043 2.140 1.510
H -3.325 0.802 -0.032
H -2.320 2.093 -0.665
H -0.471 -0.078 -2.355
*
```

=====

Record 5
The following is a DFT calculation (ωB97M-V/def2-TZVPD) of a 2-piece molecular cluster, C6H12O7P overall.

Results
Maximum force in eV/A: 4.36
LUMO level in Eh: 0.122
E_HOMO in eV: -6.27

Geometry as ORCA input:
```
! RIJCOSX wB97M-V def2-TZVPD def2/J DEFGRID3
* xyz -1 1
C 2.303 -0.348 -1.065
C 1.911 1.136 -1.077
C 1.556 1.346 0.366
C 2.768 -0.614 0.356
C -2.983 -1.508 1.352
C 0.078 1.148 0.627
O -2.780 -1.948 -1.704
O -0.604 -0.681 -1.698
O 2.237 0.375 1.198
O 0.935 1.477 -1.959
O 3.618 -1.313 0.834
O -0.224 1.489 2.014
O -1.862 -1.152 0.581
P -1.932 -0.949 -1.063
H 1.362 -0.840 -1.220
H 3.083 -0.619 -1.767
H 2.669 1.864 -1.438
H 1.910 2.256 0.904
H -2.897 -2.553 1.813
H -3.974 -1.426 0.705
H -3.093 -0.870 2.140
H -0.218 0.139 0.508
H -0.739 1.645 0.083
H 0.160 0.905 -1.769
H -2.663 0.400 -1.125
H -0.620 0.642 2.403
*
```

=====

Record 6
The following is a DFT calculation (ωB97M-V/def2-TZVPD) of C6H12OPPd as an isolated structure.

Results
Expectation value of S²: 2.008
Maximum force in eV/A: 2.08
LUMO level (spin up / spin down) in Eh: 0.125 / 0.072
E_HOMO (spin up / spin down) in eV: -2.00 / -2.54

Geometry as ORCA input:
```
! RIJCOSX wB97M-V def2-TZVPD def2/J DEFGRID3
* xyz -1 3
C -1.681 -0.760 -1.495
C -0.632 -1.195 -2.356
C 0.183 -0.055 -2.598
C -0.478 1.128 -2.145
C -1.513 0.664 -1.267
Pd -1.660 0.877 2.077
P -1.266 -1.292 2.255
H -2.452 -1.376 -1.048
H -0.442 -2.209 -2.712
H 1.147 -0.056 -3.097
H -2.062 1.246 -0.539
H -0.233 2.172 -2.358
H 0.113 -1.562 2.177
H -1.709 -2.410 1.489
H -1.466 -1.853 3.534
C 2.574 1.357 1.189
O 1.526 0.387 1.256
H 2.549 1.814 0.193
H 3.564 0.897 1.334
H 2.451 2.154 1.937
H 1.489 0.074 2.175
*
```

=====

Record 7
The following is a DFT calculation (ωB97M-V/def2-TZVPD) of one molecule with the formula C6H12OS.

Results
SMILES string: CSC(=O)C(C)(C)C
Maximum force in eV/A: 2.97
LUMO level in Eh: 0.027
E_HOMO in eV: -9.29

Geometry as ORCA input:
```
! RIJCOSX wB97M-V def2-TZVPD def2/J DEFGRID3
* xyz 0 1
C 3.341 -0.248 0.027
S 1.878 0.763 0.018
C 0.590 -0.483 0.048
O 0.868 -1.661 0.081
C -0.852 0.046 0.002
C -0.957 1.108 -1.082
C -1.766 -1.122 -0.315
C -1.215 0.635 1.368
H 3.534 -0.819 -0.848
H 3.143 -1.075 0.641
H 4.103 0.411 0.296
H -1.881 1.611 -0.968
H -0.861 0.685 -2.202
H -0.109 1.856 -0.888
H -2.791 -0.955 0.003
H -1.408 -2.000 0.049
H -1.698 -1.082 -1.386
H -2.353 0.742 1.368
H -0.785 -0.078 2.225
H -0.781 1.668 1.562
*
```

=====

Record 8
The following is a DFT calculation (ωB97M-V/def2-TZVPD) of one molecule with the formula C6H12S.

Results
SMILES string: CC(C)=C(C)CS
Maximum force in eV/A: 1.63
LUMO level in Eh: 0.032
E_HOMO in eV: -8.59

Geometry as ORCA input:
```
! RIJCOSX wB97M-V def2-TZVPD def2/J DEFGRID3
* xyz 0 1
C -2.001 0.134 -0.549
C -0.643 -0.371 -0.025
C -0.563 -1.840 0.162
C 0.352 0.505 0.181
C 0.196 1.994 0.017
C 1.683 -0.011 0.779
S 3.015 -0.239 -0.475
H -2.349 0.995 0.069
H -2.719 -0.698 -0.501
H -1.832 0.437 -1.602
H 0.446 -2.175 -0.118
H -1.242 -2.323 -0.520
H -0.837 -2.141 1.190
H 1.195 2.414 -0.064
H -0.354 2.453 0.874
H -0.299 2.267 -0.948
H 1.455 -0.938 1.271
H 2.151 0.692 1.504
H 2.350 -1.153 -1.246
*
```

=====

Record 9
The following is a DFT calculation (ωB97M-V/def2-TZVPD) of C6H12S3Se as an isolated structure.

Results
Maximum force in eV/A: 5.26
LUMO level in Eh: 0.021
E_HOMO in eV: -8.41

Geometry as ORCA input:
```
! RIJCOSX wB97M-V def2-TZVPD def2/J DEFGRID3
* xyz 0 1
C -1.818 0.544 0.833
C -0.979 1.256 1.976
C -0.812 0.595 -0.339
C 0.380 0.469 2.392
C 0.325 -0.434 -0.188
C 0.958 -0.738 -1.656
S 1.267 0.708 -2.723
S 0.018 -1.829 -2.671
S 2.569 -1.671 -1.308
Se 1.749 0.232 0.927
H -2.318 -0.424 1.026
H -2.525 1.175 0.553
H -0.657 2.223 1.635
H -1.645 1.364 2.815
H -1.460 0.401 -1.169
H -0.546 1.686 -0.429
H 0.838 1.029 3.130
H 0.182 -0.633 2.707
H -0.045 -1.419 0.006
H 2.442 0.207 -3.261
H -0.570 -2.532 -1.700
H 2.647 -2.209 -2.556
*
```

=====

Record 10
The following is a DFT calculation (ωB97M-V/def2-TZVPD) of a 2-piece molecular cluster, C6H12S4 overall.

Results
SMILES string: C1CSCS1.C1CSCS1
Maximum force in eV/A: 2.04
LUMO level in Eh: 0.025
E_HOMO in eV: -8.55

Geometry as ORCA input:
```
! RIJCOSX wB97M-V def2-TZVPD def2/J DEFGRID3
* xyz 0 1
C 2.222 -1.724 -3.319
C 2.740 -0.687 -4.318
S 1.200 0.143 -4.982
C 0.180 -1.395 -4.977
S 0.990 -2.758 -4.183
H 2.933 -2.341 -2.736
H 1.581 -1.179 -2.600
H 3.366 -1.156 -5.102
H 3.372 0.041 -3.775
H -0.651 -1.028 -4.346
H -0.237 -1.647 -5.971
C -0.868 0.328 4.515
C -0.743 1.863 4.591
S -2.338 2.546 4.854
C -3.073 1.459 3.574
S -2.335 -0.202 3.547
H 0.050 -0.199 4.189
H -1.105 -0.013 5.541
H -0.205 2.340 3.749
H -0.205 2.121 5.524
H -4.177 1.545 3.575
H -2.699 1.942 2.651
*
```

=====

Record 11
The following is a DFT calculation (ωB97M-V/def2-TZVPD) of a 2-piece molecular cluster, C6H13BF4NO3 overall.

Results
Maximum force in eV/A: 4.74
LUMO level in Eh: 0.104
E_HOMO in eV: -6.46

Geometry as ORCA input:
```
! RIJCOSX wB97M-V def2-TZVPD def2/J DEFGRID3
* xyz -1 1
N 0.199 -2.762 0.725
C 0.728 -1.534 0.135
C -0.179 -1.130 -1.010
O -0.052 0.219 -1.425
C 1.161 0.507 -2.053
C 1.477 1.974 -1.794
C 1.598 2.252 -0.317
O 1.094 3.556 0.040
C -0.248 3.596 0.026
O -0.818 4.357 -0.622
H 0.631 -2.848 1.633
H -0.803 -2.653 0.851
H 0.888 -0.724 0.846
H 1.703 -1.780 -0.280
H -1.194 -1.234 -0.650
H -0.091 -1.829 -1.833
H 1.988 -0.105 -1.699
H 1.103 0.380 -3.136
H 0.627 2.525 -2.174
H 2.329 2.316 -2.363
H 1.080 1.520 0.291
H 2.631 2.233 -0.012
H -0.809 2.934 0.693
B -3.013 -2.354 2.833
F -3.982 -1.379 3.106
F -3.335 -3.546 3.497
F -2.966 -2.591 1.433
F -1.746 -1.900 3.258
*
```

=====

Record 12
The following is a DFT calculation (ωB97M-V/def2-TZVPD) of an isolated ion of composition C6H13BNO3S and charge +1.

Results
Maximum force in eV/A: 5.96
LUMO level in Eh: -0.199
E_HOMO in eV: -13.59

Geometry as ORCA input:
```
! RIJCOSX wB97M-V def2-TZVPD def2/J DEFGRID3
* xyz 1 1
C -0.356 -1.834 3.035
C -0.006 -0.312 2.437
B -1.151 -0.056 1.246
O -2.517 0.312 1.755
C -0.884 -0.224 -0.367
S -1.988 0.661 -1.603
C -0.862 0.037 -3.016
N 0.425 -0.145 -2.494
C 0.564 0.242 -1.011
C 0.887 1.845 -1.114
O 2.304 2.191 -1.294
O 3.045 1.152 -1.556
H -1.408 -1.821 3.598
H 0.501 -2.272 3.702
H -0.530 -2.551 2.099
H -0.225 0.466 3.313
H 1.093 -0.231 2.040
H -2.900 -0.600 2.012
H -0.973 -1.360 -0.648
H -1.245 -0.149 -4.107
H 1.209 -0.521 -3.107
H 1.320 -0.389 -0.351
H 0.286 2.408 -1.972
H 0.518 2.335 -0.091
H 2.893 0.816 -2.504
*
```

=====

Q: Which value of maximum force does entry 10 give?
A: 2.04 eV/A

=====

Q: Number 2 is which compound?
A: C6H12O2Si

=====

Q: maximum force of number 1 (C6H12O2)?
A: 1.65 eV/A

=====

Q: What is the formula in the second record?
A: C6H12O2Si